[1]
Density functional theory data (the ωB97M-V functional and the def2-TZVPD basis) for a 10-piece molecular cluster, C64H160BrN9O11 overall.

ORCA input file:
```
! wB97M-V def2-TZVPD RIJCOSX def2/J DEFGRID3
* xyz 6 1
C 1.80 -3.97 -8.86
C 1.23 -3.30 -7.63
N 0.79 -4.27 -6.52
C 1.92 -5.11 -5.96
C 0.21 -3.50 -5.36
C 1.17 -2.70 -4.54
C -0.29 -5.17 -7.08
C -1.55 -4.49 -7.66
O -2.30 -3.73 -6.80
C -3.64 -3.60 -7.13
H 1.06 -4.44 -9.51
H 2.53 -4.78 -8.76
H 2.24 -3.15 -9.41
H 0.35 -2.76 -7.93
H 1.92 -2.56 -7.21
H 1.49 -5.86 -5.32
H 2.52 -4.49 -5.31
H 2.55 -5.47 -6.76
H -0.18 -4.32 -4.71
H -0.57 -2.82 -5.70
H 0.49 -2.11 -3.90
H 1.79 -2.00 -5.07
H 1.82 -3.29 -3.91
H -0.59 -5.77 -6.24
H 0.14 -5.85 -7.84
H -2.09 -5.37 -8.03
H -1.34 -3.97 -8.60
H -4.05 -4.55 -7.52
H -3.81 -2.88 -7.92
H -4.08 -3.23 -6.23
C 8.32 5.61 -3.47
C 8.15 4.14 -3.75
N 6.71 3.81 -4.19
C 6.26 4.72 -5.33
C 6.68 2.43 -4.72
C 7.01 1.27 -3.82
C 5.71 3.85 -2.91
C 4.27 3.54 -3.16
O 4.04 2.17 -3.46
C 2.68 1.86 -3.23
H 9.41 5.86 -3.33
H 7.86 5.78 -2.49
H 7.89 6.32 -4.15
H 8.25 3.56 -2.85
H 8.74 3.70 -4.52
H 5.27 4.37 -5.62
H 6.84 4.52 -6.22
H 6.26 5.76 -4.99
H 7.33 2.43 -5.57
H 5.70 2.22 -5.16
H 6.12 1.03 -3.23
H 7.76 1.50 -3.07
H 7.35 0.38 -4.32
H 5.85 4.87 -2.67
H 6.30 3.27 -2.20
H 3.92 4.18 -3.97
H 3.72 3.85 -2.27
H 2.45 1.74 -2.15
H 2.50 0.87 -3.71
H 2.00 2.53 -3.76
C 5.48 1.60 2.31
C 4.17 0.76 2.46
N 4.11 -0.48 1.56
C 2.80 -1.15 2.04
C 4.16 0.04 0.10
C 3.95 -1.04 -0.97
C 5.28 -1.34 1.80
C 5.38 -2.10 3.17
O 5.39 -1.16 4.19
C 5.53 -1.92 5.43
H 6.40 1.03 2.61
H 5.28 2.40 3.05
H 5.64 1.96 1.30
H 3.32 1.28 2.05
H 4.10 0.45 3.50
H 2.52 -2.09 1.63
H 2.01 -0.48 1.71
H 3.05 -1.18 3.08
H 5.15 0.45 -0.05
H 3.45 0.84 0.09
H 2.98 -1.57 -0.82
H 4.80 -1.76 -1.04
H 3.91 -0.44 -1.89
H 6.18 -0.73 1.83
H 5.41 -2.06 0.97
H 6.30 -2.66 3.10
H 4.59 -2.89 3.22
H 4.79 -2.72 5.39
H 5.44 -1.31 6.33
H 6.55 -2.33 5.36
C -1.07 0.75 5.82
C -0.61 0.69 7.31
N 0.92 1.16 7.44
C 0.99 1.67 8.87
C 1.86 -0.04 7.40
C 1.72 -0.83 6.13
C 1.19 2.37 6.43
C 2.60 2.97 6.51
O 3.55 2.04 5.97
C 4.78 2.04 6.64
H -1.61 1.69 5.66
H -1.89 0.00 5.88
H -0.32 0.51 5.07
H -0.57 -0.31 7.74
H -1.22 1.32 7.94
H 0.29 2.52 9.09
H 1.98 2.05 9.05
H 0.61 0.88 9.49
H 1.56 -0.58 8.27
H 2.90 0.36 7.59
H 2.12 -0.30 5.24
H 0.67 -1.19 6.00
H 2.28 -1.79 6.29
H 0.44 3.12 6.76
H 0.88 2.00 5.45
H 2.75 3.18 7.59
H 2.55 3.88 5.92
H 5.46 1.42 6.04
H 4.61 1.65 7.65
H 5.23 3.02 6.83
C -1.66 2.73 -4.39
C -1.68 1.28 -3.96
N -3.04 0.79 -3.53
C -3.56 1.50 -2.34
C -4.08 1.04 -4.64
C -3.80 0.46 -5.99
C -2.82 -0.61 -3.24
C -4.03 -1.51 -3.15
O -5.01 -1.05 -2.23
C -5.92 -2.10 -1.99
H -2.07 3.35 -3.62
H -2.32 2.80 -5.31
H -0.64 3.00 -4.71
H -0.98 1.03 -3.13
H -1.40 0.63 -4.79
H -4.47 1.06 -2.03
H -3.76 2.50 -2.69
H -2.82 1.39 -1.52
H -4.04 2.10 -4.77
H -5.08 0.81 -4.27
H -3.77 -0.63 -5.89
H -2.88 0.75 -6.47
H -4.64 0.65 -6.63
H -2.29 -0.64 -2.27
H -2.16 -0.99 -4.03
H -3.69 -2.49 -2.87
H -4.56 -1.61 -4.11
H -6.41 -2.39 -2.91
H -6.72 -1.75 -1.35
H -5.51 -2.98 -1.50
C -0.51 4.23 2.97
C -0.23 5.58 2.49
N -1.11 6.01 1.33
C -2.55 6.03 1.75
C -0.84 7.47 1.00
C -1.10 8.45 2.15
C -0.77 5.23 0.09
C -1.90 5.13 -0.97
O -2.30 6.41 -1.47
C -3.58 6.31 -2.04
H 0.19 4.03 3.77
H -0.31 3.44 2.21
H -1.54 4.12 3.41
H 0.82 5.73 2.20
H -0.28 6.28 3.31
H -2.66 6.65 2.67
H -2.91 5.04 1.84
H -3.07 6.55 0.94
H -1.52 7.73 0.19
H 0.21 7.46 0.63
H -0.46 8.33 3.05
H -2.12 8.44 2.40
H -0.84 9.46 1.83
H -0.57 4.21 0.34
H 0.11 5.67 -0.40
H -2.76 4.63 -0.48
H -1.54 4.56 -1.85
H -3.52 5.60 -2.88
H -3.86 7.25 -2.48
H -4.33 6.03 -1.32
C 1.09 -5.30 -0.32
C 1.88 -6.29 0.64
N 0.98 -7.48 1.13
C 0.72 -8.43 0.00
C 1.82 -8.14 2.31
C 1.03 -9.26 3.00
C -0.45 -6.97 1.61
C -0.47 -5.98 2.78
O -0.11 -4.62 2.45
C -1.24 -3.87 2.10
H 0.47 -4.63 0.26
H 0.54 -5.90 -1.06
H 1.87 -4.76 -0.87
H 2.12 -5.83 1.57
H 2.75 -6.73 0.18
H 0.10 -9.27 0.33
H 1.61 -8.87 -0.46
H 0.23 -7.87 -0.79
H 2.05 -7.31 3.02
H 2.73 -8.38 1.86
H 1.67 -9.74 3.69
H 0.72 -10.01 2.29
H 0.23 -8.93 3.65
H -0.85 -7.93 1.88
H -0.98 -6.62 0.71
H 0.36 -6.26 3.45
H -1.43 -6.15 3.34
H -0.94 -2.85 1.88
H -1.99 -3.83 2.95
H -1.73 -4.29 1.18
C -8.33 -1.63 5.01
C -7.68 -1.46 3.67
N -7.33 -0.10 3.19
C -6.45 0.69 4.11
C -6.69 -0.18 1.77
C -5.25 -0.76 1.80
C -8.59 0.71 3.01
C -9.65 0.08 2.06
O -10.73 1.00 1.98
C -10.86 1.81 0.85
H -9.38 -1.34 5.06
H -7.80 -1.24 5.90
H -8.36 -2.72 5.11
H -8.29 -1.94 2.90
H -6.73 -1.97 3.76
H -5.57 0.04 4.41
H -6.99 0.98 5.04
H -6.09 1.61 3.58
H -6.59 0.89 1.53
H -7.38 -0.78 1.17
H -4.48 -0.07 2.19
H -4.82 -0.91 0.79
H -5.15 -1.68 2.38
H -8.41 1.71 2.59
H -8.97 0.81 4.06
H -9.97 -0.92 2.36
H -9.21 0.02 1.08
H -11.21 1.40 -0.10
H -9.92 2.30 0.64
H -11.55 2.58 1.20
N 2.60 3.75 0.59
O 2.83 2.51 0.51
O 2.99 4.45 -0.41
O 2.12 4.27 1.61
Br -0.85 -0.76 -0.35
*
```

Properties
* HOMO level: -0.657 Ha
* frontier orbital gap: 8.20 eV
* electronic energy: -174870.8808 eV

[2]
Density functional theory data (the ωB97M-V functional and the def2-TZVPD basis) for C64H48F4N2O4P2Pd as an isolated structure.

ORCA input file:
```
! wB97M-V def2-TZVPD RIJCOSX def2/J DEFGRID3
* xyz -2 1
F 3.50 2.95 -3.16
C 2.90 1.78 -2.75
C 3.59 0.59 -2.96
C 2.97 -0.57 -2.49
F 3.65 -1.76 -2.59
C 1.73 -0.57 -1.87
C 1.11 0.67 -1.57
C -0.11 0.66 -0.75
C -0.63 1.84 -0.16
C -1.87 1.94 0.54
C -3.03 1.16 0.32
C -4.06 1.17 1.31
C -5.19 0.40 1.12
F -6.22 0.49 2.03
C -5.38 -0.41 0.00
C -4.35 -0.43 -0.94
F -4.45 -1.28 -2.02
C -3.23 0.39 -0.85
Pd 0.15 0.41 1.42
P 1.76 1.44 2.58
C 2.02 3.05 1.79
C 1.16 4.12 2.11
C 1.25 5.31 1.39
C 2.20 5.46 0.38
C 3.08 4.41 0.09
C 3.00 3.21 0.79
C 1.57 1.83 4.33
C 2.33 2.87 4.93
C 2.11 3.22 6.26
C 1.12 2.55 7.00
C 0.39 1.51 6.42
C 0.63 1.13 5.11
C 3.32 0.55 2.35
C 4.34 0.59 3.31
C 5.53 -0.11 3.09
C 5.68 -0.88 1.92
C 4.66 -0.93 0.98
C 3.49 -0.20 1.18
P -0.60 -1.53 2.36
C -0.50 -2.78 1.06
C 0.45 -3.81 1.08
C 0.53 -4.72 0.02
C -0.34 -4.60 -1.07
C -1.28 -3.56 -1.11
C -1.36 -2.65 -0.06
C 0.43 -2.16 3.71
C -0.11 -2.66 4.91
C 0.75 -3.06 5.94
C 2.14 -2.97 5.79
C 2.67 -2.50 4.58
C 1.82 -2.13 3.55
C -2.31 -1.62 2.97
C -3.21 -2.62 2.56
C -4.49 -2.68 3.09
C -4.89 -1.78 4.08
C -4.00 -0.79 4.51
C -2.73 -0.69 3.95
C 1.66 1.85 -2.11
H 4.55 0.56 -3.46
H 1.27 -1.50 -1.53
H -0.74 -0.22 -0.85
H -0.01 2.74 -0.23
H -1.95 2.71 1.32
H -3.93 1.75 2.22
H -6.29 -0.99 -0.13
H -2.51 0.45 -1.67
H 0.43 4.00 2.91
H 0.58 6.14 1.64
H 2.27 6.39 -0.18
H 3.83 4.52 -0.70
H 3.70 2.40 0.58
H 3.08 3.40 4.34
H 2.70 4.01 6.71
H 0.93 2.85 8.04
H -0.37 0.98 7.00
H 0.11 0.28 4.66
H 4.21 1.18 4.22
H 6.34 -0.06 3.82
H 6.60 -1.44 1.75
H 4.76 -1.52 0.06
H 2.69 -0.23 0.44
H 1.13 -3.92 1.93
H 1.27 -5.52 0.05
H -0.29 -5.31 -1.90
H -1.97 -3.45 -1.95
H -2.08 -1.83 -0.09
H -1.19 -2.75 5.04
H 0.33 -3.46 6.87
H 2.81 -3.27 6.60
H 3.75 -2.44 4.44
H 2.24 -1.79 2.60
H -2.90 -3.38 1.84
H -5.19 -3.45 2.74
H -5.89 -1.84 4.51
H -4.29 -0.09 5.30
H -2.05 0.09 4.27
H 1.17 2.81 -1.99
C -2.10 -0.65 -5.20
C -2.34 0.72 -5.47
C -3.59 1.30 -5.11
C -3.84 2.65 -5.29
C -2.82 3.48 -5.82
N -3.00 4.88 -5.83
O -2.05 5.60 -6.23
O -4.08 5.36 -5.42
C -1.58 2.93 -6.21
C -1.33 1.59 -6.03
C -1.14 -1.46 -5.87
C -0.55 -1.13 -7.14
C 0.45 -1.91 -7.70
C 0.87 -3.08 -7.03
N 1.99 -3.80 -7.53
O 2.38 -4.82 -6.91
O 2.55 -3.40 -8.57
C 0.24 -3.50 -5.84
C -0.75 -2.72 -5.28
H -2.74 -1.13 -4.47
H -4.37 0.66 -4.70
H -4.79 3.11 -5.01
H -0.82 3.61 -6.61
H -0.36 1.19 -6.31
H -0.89 -0.26 -7.69
H 0.92 -1.65 -8.65
H 0.57 -4.43 -5.38
H -1.26 -3.05 -4.38
*
```

Properties
* HOMO level: -0.047 Ha
* frontier orbital gap: 4.82 eV
* electronic energy: -111241.9016 eV
* relative energy (zero: lowest compared OMol25 entry of this formula, charge and spin): 0.0 kcal per mole